75
Properties=species:S:1:pos:R:3:forces:R:3 method="wB97M-V/def2-TZVPD" spin_multiplicity=1 max_force_ev_per_a=0.43 de_lowest_ev=0.665 homo_ev=-3.64 e_tot_ev=-65095.09294 charge=-1 homo_lumo_gap_ev=5.4
Cd -0.472 -0.288 0.481 0.0 0.1 0.0
C 2.831 -5.671 2.485 0.0 0.0 0.0
C 2.186 -4.408 1.918 0.0 0.0 0.0
O 2.848 -3.804 1.045 0.0 0.0 0.0
C 0.898 -4.102 2.397 0.0 0.0 0.0
C 0.073 -2.988 2.100 0.0 0.0 0.1
C -1.416 -3.240 2.088 0.0 0.0 0.0
N 0.425 -1.740 1.892 0.0 0.0 0.0
N 1.742 -1.416 2.178 0.0 0.0 0.0
C 2.094 -0.219 1.800 0.0 0.0 0.0
O 1.401 0.662 1.163 0.0 0.0 0.0
C 3.506 0.150 2.141 0.0 0.0 0.0
C 3.903 1.481 2.077 0.0 0.0 0.0
C 5.209 1.840 2.386 0.0 0.0 0.0
C 6.131 0.868 2.747 0.0 0.0 0.0
C 5.741 -0.466 2.795 0.0 0.0 0.0
C 4.436 -0.826 2.494 0.0 0.0 0.0
H 3.071 -6.354 1.667 0.0 0.0 0.0
H 3.774 -5.387 2.958 0.0 0.0 0.0
H 2.207 -6.182 3.218 0.0 0.0 0.0
H 0.400 -4.902 2.936 0.0 0.0 0.0
H -1.695 -3.787 2.992 0.0 0.0 0.0
H -1.976 -2.306 2.067 0.0 0.0 0.0
H -1.696 -3.856 1.231 0.0 0.0 0.0
H 3.171 2.220 1.781 0.0 0.0 0.0
H 5.507 2.881 2.342 0.0 0.0 0.0
H 7.152 1.146 2.983 0.0 0.0 0.0
H 6.461 -1.231 3.063 0.0 0.0 0.0
H 4.111 -1.859 2.508 0.0 0.0 0.0
O -4.285 -1.974 -1.636 0.0 0.0 0.0
C -3.366 -1.464 -0.795 0.0 0.0 0.0
O -2.212 -1.799 -0.825 0.0 0.0 0.0
C -3.926 -0.446 0.143 0.0 0.0 0.0
C -5.205 0.053 -0.008 0.0 0.0 0.0
C -5.626 1.040 0.873 0.0 0.0 0.0
C -4.761 1.464 1.858 0.0 0.0 0.0
C -3.495 0.885 1.937 -0.1 0.0 0.0
N -3.079 -0.047 1.094 0.0 0.1 0.0
C -2.559 1.307 3.050 0.1 0.0 0.0
O -1.727 2.275 2.753 0.1 -0.2 0.0
O -2.639 0.776 4.129 -0.1 0.1 0.0
H -3.810 -2.599 -2.204 0.0 0.0 0.0
H -5.841 -0.313 -0.800 0.0 0.0 0.0
H -6.614 1.474 0.782 0.0 0.0 0.0
H -5.038 2.236 2.562 0.0 0.0 0.0
H -1.821 2.569 1.780 -0.1 0.3 0.0
O -2.158 3.231 0.421 0.0 -0.2 -0.1
C -1.776 2.613 -0.601 0.3 0.2 0.2
O -1.344 1.435 -0.632 -0.1 -0.1 -0.3
C -1.789 3.366 -1.910 -0.1 0.0 0.0
C -1.198 2.807 -3.034 0.0 0.0 0.0
C -1.175 3.478 -4.259 0.0 0.0 0.0
C -1.765 4.717 -4.290 0.0 0.0 0.0
O -1.918 5.569 -5.361 0.0 0.0 0.0
C -2.313 6.800 -4.766 0.0 0.0 0.0
O -2.901 6.499 -3.510 0.0 0.0 0.0
C -2.354 5.277 -3.170 0.0 0.0 0.0
C -2.384 4.633 -1.962 0.0 0.0 0.0
H -0.735 1.835 -2.932 0.0 0.0 0.0
H -0.711 3.051 -5.138 0.0 0.0 0.0
H -3.044 7.292 -5.403 0.0 0.0 0.0
H -1.425 7.425 -4.612 0.0 0.0 0.0
H -2.831 5.060 -1.077 0.0 0.0 0.0
C 3.525 -3.186 -2.089 0.0 0.0 0.0
N 2.327 -2.368 -2.127 0.0 0.0 0.0
C 1.674 -1.871 -3.231 0.0 0.0 0.0
C 0.629 -1.141 -2.747 0.0 0.0 0.0
N 0.642 -1.181 -1.376 0.0 0.0 0.1
C 1.676 -1.924 -1.036 0.0 -0.1 0.0
H 3.471 -3.947 -2.867 0.0 0.0 0.0
H 3.580 -3.657 -1.108 0.0 0.0 0.0
H 4.412 -2.572 -2.247 0.0 0.0 0.0
H 2.004 -2.080 -4.233 0.0 0.0 0.0
H -0.126 -0.601 -3.293 0.0 0.0 0.0
H 1.991 -2.212 -0.037 0.0 0.0 0.0